1.
61
Properties=species:S:1:pos:R:3:forces:R:3 method="wB97M-V/def2-TZVPD" multiplicity=4 homo_lumo_gap_ev="7.396 / 5.676" fmax_ev_per_a=3.5 lumo_ev="-4.16 / -5.89" total_charge=+1 energy_ev=-46247.662
O 0.646 2.729 -2.959 -0.1 1.2 -1.9
C -0.492 2.914 -3.859 -0.5 -0.3 0.2
C 0.250 3.846 -4.807 0.4 -0.3 0.6
H -1.329 3.368 -3.305 0.2 -0.3 -0.3
H -0.789 1.973 -4.346 0.0 0.3 0.3
C 1.414 3.647 -3.800 0.4 0.6 -0.7
H -0.147 4.865 -4.853 0.2 -0.3 -0.2
H 0.468 3.411 -5.788 -0.2 0.3 0.1
C 1.780 4.934 -3.079 0.0 -0.2 0.0
H 0.891 5.372 -2.604 0.3 -0.1 -0.1
H 2.175 5.650 -3.815 -0.1 -0.2 0.2
H 2.552 4.727 -2.331 -0.1 0.2 0.0
C 2.631 2.966 -4.404 0.0 0.1 0.2
H 2.358 2.003 -4.853 0.1 0.2 0.1
H 3.383 2.814 -3.620 0.0 -0.1 -0.2
H 3.061 3.610 -5.182 0.0 -0.2 0.2
Tc 0.606 -1.653 2.124 -3.4 -0.9 0.4
C 1.207 -3.728 1.904 -0.1 -0.4 -1.0
C -0.102 -4.317 1.683 0.2 0.1 -0.9
C -0.661 -3.737 0.535 0.4 -0.2 0.5
H -0.504 -5.152 2.250 -0.1 0.5 0.1
C 0.261 -2.779 -0.009 0.6 -0.7 0.9
C 1.497 -2.893 0.736 -0.4 -1.2 -0.8
H 2.463 -2.586 0.373 0.1 -0.1 0.0
H 1.938 -4.112 2.605 -0.1 0.0 -0.2
H -1.602 -4.009 0.082 -0.1 0.2 0.2
H 0.149 -2.244 -0.942 -0.1 -0.1 0.3
C 1.779 -1.374 3.943 0.6 0.9 0.1
C 2.632 -1.467 2.798 0.7 1.2 0.5
C 2.315 -0.381 1.909 0.6 0.7 0.9
H 3.424 -2.194 2.681 -0.2 0.0 -0.2
C 1.281 0.405 2.534 0.9 0.0 0.6
C 0.976 -0.198 3.796 0.2 0.3 -0.2
H 0.260 0.174 4.525 0.1 -0.2 -0.3
H 1.784 -2.042 4.794 -0.2 0.0 -0.2
H 2.794 -0.161 0.963 -0.1 -0.1 0.1
H 0.836 1.300 2.131 -0.1 0.0 -0.1
O -0.917 2.031 -0.894 0.1 -1.3 -1.1
C 0.209 1.137 -1.090 -0.4 -0.1 1.0
C -0.133 0.110 -2.179 -0.2 0.4 -0.3
H 0.346 0.611 -0.129 0.0 -0.2 0.2
H 1.118 1.693 -1.312 -0.4 0.0 0.2
C -1.660 0.256 -2.369 0.1 0.6 0.1
H 0.131 -0.897 -1.862 0.1 0.3 -0.3
H 0.403 0.349 -3.107 -0.1 -0.2 0.4
C -2.078 1.244 -1.262 -0.1 -0.5 0.8
H -2.204 -0.699 -2.299 0.1 0.4 -0.1
H -1.858 0.749 -3.327 -0.1 -0.6 0.2
H -2.404 0.664 -0.367 0.1 0.4 -0.4
H -2.924 1.879 -1.577 0.6 0.0 0.2
F -0.416 -3.793 4.627 -0.3 0.3 -0.3
C -1.449 -3.000 4.232 -0.3 0.3 0.1
C -1.255 -2.001 3.284 0.3 -0.4 -0.4
C -2.352 -1.225 2.965 -0.2 0.1 0.3
F -2.214 -0.206 2.067 0.0 -0.5 0.3
C -3.602 -1.417 3.552 -0.3 0.7 -0.4
F -4.630 -0.624 3.195 0.5 -0.5 0.3
C -3.778 -2.424 4.489 -0.5 -0.3 0.1
F -4.990 -2.658 5.027 1.0 0.2 -0.4
C -2.690 -3.224 4.825 0.2 -0.5 0.3
F -2.839 -4.234 5.704 0.0 0.6 -0.4

=====

2.
66
Properties=species:S:1:pos:R:3:forces:R:3 method="wB97M-V/def2-TZVPD" homo_lumo_gap_ev=9.911 fmax_ev_per_a=3.1 lumo_ev=0.44 total_charge=0 energy_ev=-81667.145
C 4.584 0.674 -0.323 0.1 -1.2 -0.1
C 3.205 0.878 -1.034 1.0 0.6 1.1
O 2.732 1.981 -1.111 -0.2 -0.7 -0.4
O 2.564 -0.260 -1.509 0.0 0.9 0.7
C 1.413 0.056 -2.283 -1.4 0.9 -1.5
O 1.560 0.102 -3.471 0.0 -0.2 0.7
C -0.004 0.279 -1.640 1.8 -0.6 1.0
Si -0.926 -1.405 -1.840 0.4 1.1 1.0
C 0.260 -2.727 -1.160 1.4 -0.1 0.9
C 0.855 -2.363 0.261 -0.4 -0.4 -0.3
O 0.160 -2.181 1.232 0.4 0.0 -0.6
O -2.404 -1.242 -0.986 -0.3 -1.3 -1.9
Si -3.633 -2.314 -1.469 0.4 -0.5 1.7
C -3.221 -4.057 -0.790 -1.2 0.2 0.4
C -3.210 -4.077 0.792 0.8 -1.2 0.4
C -2.093 -5.037 1.370 -0.8 0.3 0.3
F -2.988 -2.799 1.369 -0.2 -0.7 -0.7
O -5.187 -1.939 -0.855 1.2 1.5 -0.6
C -5.543 -0.622 -1.092 -0.8 1.4 1.5
O -5.831 -0.159 -2.168 0.5 -1.0 0.1
C -5.615 0.301 0.176 0.0 0.4 1.4
C -6.915 0.610 0.798 2.8 0.8 1.1
C -6.867 1.446 1.998 0.8 -0.3 -0.8
C -5.635 1.994 2.563 0.5 -1.2 -1.6
C -4.356 1.677 1.943 -2.1 -1.1 -1.7
C -4.369 0.834 0.732 -1.4 0.6 1.2
P -3.851 -2.383 -3.699 0.8 -1.1 -2.1
O -2.843 -3.371 -4.201 -1.1 1.1 0.8
O -5.390 -2.944 -4.051 1.5 1.8 0.1
O -3.544 -0.898 -4.393 -1.4 -1.3 0.9
H 4.984 -0.368 -0.476 -0.4 1.0 0.0
H 5.355 1.402 -0.681 -1.1 -0.6 0.0
H 4.511 0.819 0.791 -0.3 0.0 -1.1
H -0.528 1.125 -2.141 0.6 -0.7 0.3
H 0.194 0.507 -0.556 -0.6 -0.1 -0.9
H -1.085 -1.605 -3.278 -0.3 -0.1 0.0
H 1.162 -2.797 -1.842 -1.1 0.1 0.4
H -0.165 -3.760 -1.086 0.2 0.9 -0.1
H 1.986 -2.316 0.368 -0.9 0.0 -0.3
H -4.114 -4.688 -1.087 1.1 0.5 0.1
H -2.307 -4.498 -1.256 -0.7 0.4 0.4
H -4.199 -4.433 1.199 0.9 0.5 -0.6
H -2.216 -5.047 2.485 0.2 0.0 -1.0
H -2.259 -6.092 1.011 0.3 1.1 0.2
H -1.067 -4.660 1.139 -0.9 -0.3 0.0
H -7.876 0.203 0.400 1.0 0.5 0.4
H -7.841 1.680 2.489 1.0 -0.2 -0.4
H -5.641 2.654 3.462 -0.2 -0.7 -0.9
H -3.365 2.047 2.301 -1.2 -0.3 -0.2
H -3.384 0.626 0.259 -1.0 -0.1 0.3
H -5.950 -2.216 -4.384 0.0 -0.4 0.3
H -4.234 -0.243 -4.167 0.3 -0.2 0.0
C 6.527 6.217 2.431 0.0 -0.1 -0.4
C 7.131 5.130 3.296 -0.2 0.7 0.3
O 7.225 3.893 2.569 0.3 -0.6 -0.3
C 8.288 3.764 1.767 -0.3 1.0 0.9
O 9.138 4.594 1.620 0.0 -0.5 -0.3
C 8.282 2.388 1.100 0.1 -1.4 -0.8
F 7.063 2.049 0.634 0.2 0.4 0.3
F 8.650 1.419 1.958 -0.1 0.5 0.1
F 9.121 2.318 0.060 -0.1 0.5 0.4
H 5.565 5.896 2.028 0.0 0.0 0.1
H 6.382 7.131 3.008 0.0 -0.1 0.0
H 7.171 6.444 1.580 0.0 0.0 0.1
H 6.483 4.938 4.152 0.0 -0.3 -0.2
H 8.106 5.423 3.690 0.0 -0.2 -0.2

=====

3.
25
Properties=species:S:1:pos:R:3:forces:R:3 method="wB97M-V/def2-TZVPD" homo_lumo_gap_ev=7.816 fmax_ev_per_a=4.2 lumo_ev=-3.77 total_charge=+1 energy_ev=-13892.422
C 1.470 -1.887 1.442 2.6 -0.4 0.9
C -0.856 -1.356 2.495 0.7 0.8 -0.3
C 0.250 -1.104 1.674 -1.3 0.3 1.3
C -0.545 0.880 2.244 0.7 -2.4 0.0
N -1.248 -0.097 2.960 -1.1 0.5 -1.5
N 0.349 0.266 1.509 0.6 0.9 -0.2
H -1.487 -2.224 2.759 1.0 0.5 -0.1
H -2.245 0.029 3.065 0.0 0.3 0.8
H 1.522 -2.904 1.836 -0.7 -0.1 -0.5
H 2.311 -1.449 2.056 -1.1 0.1 0.0
H -0.543 1.955 2.370 -0.5 -0.2 0.2
H 2.019 -1.813 0.509 -0.8 -0.2 -0.8
C -0.784 2.114 -1.073 -1.4 2.4 -0.5
C 0.041 0.118 -2.159 1.7 1.2 -3.6
N -0.955 1.044 -2.064 0.6 -1.4 3.3
N 1.283 0.300 -1.679 -0.5 1.0 1.8
N 0.014 -0.651 -3.304 -0.9 -1.4 0.3
H -1.915 0.697 -2.104 0.3 0.1 -0.5
H 1.415 0.767 -0.758 -0.3 -0.4 -0.9
H 2.089 0.282 -2.297 -0.3 -0.5 0.2
H -0.705 -1.364 -3.395 -0.6 0.7 -0.1
H 0.848 -1.135 -3.596 0.5 0.2 0.6
H -1.172 2.088 -0.058 -0.2 -1.4 0.0
H -1.374 2.962 -1.487 0.5 -0.4 0.0
H 0.221 2.483 -0.948 0.4 -0.3 -0.5